Run one
3 unconnected molecules or ions with the total composition C4H14NO3, computed with wB97M-V/def2-TZVPD.

Geometry (Å):
C: -0.400 1.916 -0.263
C: 0.229 0.625 0.278
C: 0.957 0.590 1.696
C: -0.010 -0.018 2.647
O: -1.114 -0.628 2.441
N: 1.258 0.042 -0.861
H: -0.405 2.829 0.494
H: -1.369 1.902 -0.678
H: 0.145 2.306 -1.136
H: -0.577 -0.141 0.353
H: 1.098 1.646 2.066
H: 1.924 -0.129 1.791
H: 0.364 -0.052 3.643
H: 1.945 -0.575 -0.304
H: 1.834 0.716 -1.375
H: 0.868 -0.690 -1.487
H: -1.774 -0.717 -1.354
H: -2.326 -0.962 -2.782
O: -1.667 -0.399 -2.251
H: -0.209 -3.315 -1.550
H: -0.695 -2.452 -0.334
O: -0.078 -2.493 -1.032

Computed properties:
- multiplicity = 2
- orbital gap (spin up / spin down) (eV) = 3.44 / 8.15
- E_LUMO (spin up / spin down) (eV) = 0.225 / 0.055

Run two
3 unconnected molecules or ions with the total composition C4H14NO3, computed with wB97M-V/def2-TZVPD.

Geometry (Å):
C: 0.870 -1.496 -1.306
C: 0.291 -1.216 0.082
C: 1.410 -1.124 1.148
N: -0.663 -0.125 0.083
C: -0.236 1.217 -0.601
O: 0.857 1.642 0.009
H: 1.610 -0.793 -1.689
H: 1.187 -2.535 -1.290
H: 0.079 -1.416 -2.061
H: -0.243 -2.142 0.320
H: 1.834 -0.123 1.171
H: 1.101 -1.459 2.135
H: 2.161 -1.808 0.747
H: -0.927 0.208 1.009
H: -0.139 0.877 -1.633
H: -1.132 1.790 -0.349
H: -3.224 0.592 -0.897
H: -2.203 -0.534 -0.936
O: -3.064 -0.260 -1.308
H: 0.295 2.769 2.543
H: 0.283 2.767 1.033
O: -0.150 3.167 1.789

Computed properties:
- multiplicity = 2
- orbital gap (spin up / spin down) (eV) = 11.26 / 7.55
- E_LUMO (spin up / spin down) (eV) = 0.684 / -2.771

Stability ranking, top and bottom: run two is the most stable and run one is the least stable.

Run one
A single C5H8N2O2S molecule, computed with wB97M-V/def2-TZVPD.

Geometry (Å):
C: -1.039 0.686 -0.293
C: 0.935 -0.376 0.177
C: -0.505 1.622 -2.609
C: -2.114 0.959 0.715
C: 1.939 -1.411 0.344
N: -0.296 -0.498 -0.139
N: 0.090 2.307 -1.644
O: 0.850 3.243 -1.790
O: -0.282 1.885 -0.316
S: -1.613 0.440 -2.080
H: 1.247 0.666 0.533
H: -0.320 2.087 -3.562
H: -2.352 0.063 1.412
H: -3.059 1.167 0.227
H: -1.827 1.867 1.313
H: 1.429 -2.352 0.223
H: 2.330 -1.403 1.532
H: 2.858 -1.273 -0.366

Computed properties:
- orbital gap (eV) = 8.63
- E_LUMO (eV) = 0.717

Run two
A single C5H8N2O2S molecule, computed with wB97M-V/def2-TZVPD.

Geometry (Å):
C: 2.022 -2.142 -0.475
C: 0.738 -1.275 -0.914
N: 0.258 -0.272 0.042
C: 0.500 -0.241 1.454
O: 1.235 -0.913 2.023
S: -0.357 1.138 2.076
N: -0.997 1.477 0.526
C: -2.085 2.510 0.424
C: -0.674 0.602 -0.470
O: -1.089 0.707 -1.566
H: 2.934 -1.312 -0.108
H: 1.619 -2.551 0.404
H: 2.219 -2.747 -1.291
H: 1.022 -0.962 -2.094
H: -0.224 -1.853 -1.154
H: -2.423 2.432 -0.484
H: -1.576 3.368 0.593
H: -3.120 2.036 1.014

Computed properties:
- orbital gap (eV) = 9.57
- structure (SMILES) = CCn1c(=O)sn(C)c1=O
- E_LUMO (eV) = 0.608

Run three
A single C5H8N2O2S molecule, computed with wB97M-V/def2-TZVPD.

Geometry (Å):
C: -1.975 1.159 -0.685
S: -2.147 -0.544 0.131
O: -3.199 -1.285 -0.544
O: -2.352 -0.593 1.599
N: -0.742 -1.383 -0.174
C: 0.478 -0.856 0.134
C: 1.758 -1.334 -0.169
C: 2.687 -0.604 0.562
N: 1.997 0.320 1.274
C: 0.674 0.170 1.058
H: -1.090 1.498 -0.123
H: -1.925 0.884 -1.736
H: -2.927 1.631 -0.342
H: -0.847 -1.951 -1.003
H: 2.131 -1.974 -0.927
H: 3.789 -0.483 0.583
H: 2.420 1.098 1.735
H: -0.170 0.447 1.686

Computed properties:
- orbital gap (eV) = 8.94
- structure (SMILES) = CS(=O)(=O)Nc1cc[nH]c1
- E_LUMO (eV) = 0.685

Run four
A single C5H8N2O2S molecule, computed with wB97M-V/def2-TZVPD.

Geometry (Å):
C: 1.573 0.361 -0.100
C: -1.136 -1.498 0.687
C: 0.848 0.707 1.227
C: -1.373 0.017 0.033
C: -2.441 0.219 -0.958
N: 0.771 0.229 -1.055
N: 2.885 0.168 0.014
O: 0.012 -1.908 0.792
O: -2.218 -1.958 0.976
S: -0.809 1.357 0.843
H: 0.680 -0.243 1.757
H: 1.200 1.582 1.804
H: -2.984 -0.632 -1.365
H: -1.802 0.619 -1.851
H: -3.099 1.001 -0.811
H: 1.155 0.159 -2.071
H: 3.260 -0.222 0.855
H: 3.478 0.042 -0.776

Computed properties:
- orbital gap (eV) = 8.33
- E_LUMO (eV) = -0.604

Stability ranking, top and bottom: run three is the most stable and run one is the least stable.

Run one
A gas-phase ion, C3H5O2 (charge +1), computed with wB97M-V/def2-TZVPD.

Geometry (Å):
C: 2.077 0.342 0.060
C: -0.029 -0.750 0.019
C: -1.386 -0.300 0.080
O: 0.542 -1.808 -0.100
O: 0.886 0.567 0.062
H: 2.781 1.061 0.244
H: 2.534 -0.648 -0.081
H: -2.201 -1.143 0.215
H: -1.725 0.445 -0.748
H: -1.217 0.374 0.960

Computed properties:
- orbital gap (eV) = 10.93
- total charge = +1
- E_LUMO (eV) = -6.522

Run two
A gas-phase ion, C3H5O2 (charge +1), computed with wB97M-V/def2-TZVPD.

Geometry (Å):
C: 1.028 1.017 1.120
C: -0.212 0.204 -0.912
C: -0.319 -0.616 0.286
O: 0.842 1.641 0.105
O: 0.737 -0.230 1.269
H: 1.446 1.659 1.906
H: 0.426 0.201 -1.749
H: -1.181 0.593 -1.176
H: -1.177 -0.286 0.838
H: -0.340 -1.705 0.274

Computed properties:
- orbital gap (eV) = 10.98
- total charge = +1
- E_LUMO (eV) = -6.761

Stability ranking, top and bottom: run one is the most stable and run two is the least stable.

Run one
2 unconnected molecules or ions with the total composition C3H5P, computed with wB97M-V/def2-TZVPD.

Geometry (Å):
C: -1.256 0.591 0.041
C: -1.238 -0.529 -0.665
C: -0.332 -0.462 0.449
P: 2.174 -0.197 -0.457
H: -1.644 1.623 0.209
H: -1.969 -0.964 -1.252
H: -0.194 -1.102 1.301
H: 2.896 -0.130 0.772
H: 1.561 1.170 -0.399

Computed properties:
- orbital gap (eV) = 7.75
- E_LUMO (eV) = 0.403

Run two
2 unconnected molecules or ions with the total composition C3H5P, computed with wB97M-V/def2-TZVPD.

Geometry (Å):
C: -2.501 -0.222 1.329
C: -1.515 0.284 0.870
C: 0.480 0.717 0.552
P: 1.417 -0.820 -0.110
H: -3.157 -0.435 2.104
H: 0.519 1.565 -0.096
H: 0.684 0.912 1.640
H: 0.965 -0.656 -1.373
H: 0.523 -1.795 0.081

Computed properties:
- orbital gap (eV) = 9.99
- E_LUMO (eV) = 0.258

Stability ranking, top and bottom: run two is the most stable and run one is the least stable.

Run one
A molecular structure, C24H23F8MnN4O15P2S2Te, computed with wB97M-V/def2-TZVPD.

Geometry (Å):
Mn: -0.796 -0.376 0.226
O: 2.978 -0.481 -1.664
P: 2.275 -0.266 -0.251
O: 3.083 -0.824 0.847
O: 0.859 -0.837 -0.476
O: 2.092 1.310 -0.105
P: 0.761 2.192 -0.416
O: 0.642 1.984 -1.977
O: 0.942 3.556 0.062
O: -0.409 1.399 0.251
H: 3.874 -0.810 -1.534
H: -0.263 2.074 -2.319
F: -3.753 -0.676 -3.525
Te: -3.133 0.871 -2.533
F: -1.513 -0.305 -1.601
F: -2.127 2.480 -2.079
F: -1.822 0.839 -3.863
F: -4.194 1.940 -3.688
O: -2.467 -0.018 0.951
O: -3.303 -1.286 2.613
C: -3.264 -0.935 1.459
N: -1.244 -2.361 0.251
S: -2.366 -3.326 -0.503
O: -2.612 -4.431 0.394
O: -1.956 -3.661 -1.838
C: -3.825 -2.334 -0.588
C: -4.664 -2.636 -1.651
C: -5.919 -2.053 -1.718
C: -6.328 -1.180 -0.723
C: -5.478 -0.869 0.329
C: -4.216 -1.439 0.405
H: -4.316 -3.302 -2.427
H: -6.563 -2.267 -2.559
H: -7.307 -0.719 -0.774
H: -5.781 -0.161 1.091
C: 6.137 -1.839 2.798
C: 4.718 -2.077 3.298
S: 4.281 -3.774 3.061
O: 5.057 -4.605 3.949
O: 4.295 -4.068 1.648
C: 2.567 -3.866 3.599
C: 1.824 -4.988 2.868
N: 1.138 -4.485 1.672
C: 0.031 -3.739 1.752
N: -0.175 -3.188 0.553
C: 0.800 -3.587 -0.333
C: 1.614 -4.397 0.371
N: 2.635 -5.248 -0.180
O: 2.851 -6.299 0.391
O: 3.154 -4.872 -1.204
C: -0.854 -3.610 2.926
H: 6.395 -0.793 2.956
H: 6.191 -2.044 1.731
H: 6.859 -2.463 3.323
H: 4.004 -1.492 2.713
H: 4.609 -1.885 4.367
H: 2.101 -2.895 3.415
H: 2.594 -4.051 4.672
H: 1.057 -5.411 3.514
H: 2.489 -5.789 2.561
H: 0.789 -3.297 -1.367
H: -1.396 -4.549 3.057
H: -1.573 -2.812 2.758
H: -0.278 -3.391 3.824
F: 2.291 -2.187 8.914
C: 2.207 -0.896 8.526
F: 1.373 -0.296 9.399
F: 3.423 -0.355 8.707
C: 1.723 -0.773 7.113
C: 2.536 -0.253 6.117
C: 2.068 -0.178 4.815
C: 0.783 -0.625 4.501
C: -0.038 -1.122 5.519
C: 0.433 -1.199 6.816
C: 0.318 -0.586 3.149
C: -0.074 -0.553 2.009
H: 3.531 0.094 6.358
H: 2.686 0.229 4.026
H: -1.048 -1.426 5.280
H: -0.204 -1.583 7.604

Computed properties:
- multiplicity = 4
- orbital gap (spin up / spin down) (eV) = 8.13 / 8.36
- total charge = -1
- E_LUMO (spin up / spin down) (eV) = 0.787 / 0.995

Run two
A molecular structure, C24H23F8MnN4O15P2S2Te, computed with wB97M-V/def2-TZVPD.

Geometry (Å):
Mn: -0.132 1.373 -0.258
O: -2.073 3.461 -3.007
P: -2.200 3.558 -1.390
O: -2.636 4.886 -0.966
O: -0.888 2.979 -0.883
O: -3.323 2.432 -1.103
P: -3.103 0.852 -1.336
O: -2.854 0.746 -2.911
O: -4.239 0.042 -0.901
O: -1.765 0.524 -0.641
H: -2.405 4.273 -3.405
H: -2.544 1.581 -3.300
F: 3.228 4.874 -0.503
Te: 1.605 5.690 -0.882
F: 1.116 2.084 3.850
F: 1.360 5.591 1.033
F: 2.207 7.420 -0.486
F: 2.486 6.046 -2.575
O: 1.082 2.604 0.744
O: 1.481 3.506 -2.079
C: 2.226 2.526 -2.006
N: 1.822 1.338 -1.496
S: 3.010 0.216 -1.546
O: 2.667 -0.869 -2.438
O: 3.424 -0.163 -0.220
C: 4.209 1.259 -2.308
C: 5.507 0.969 -2.674
C: 6.232 1.989 -3.276
C: 5.662 3.241 -3.495
C: 4.354 3.513 -3.114
C: 3.635 2.497 -2.511
H: 5.938 -0.007 -2.495
H: 7.257 1.809 -3.576
H: 6.252 4.018 -3.963
H: 3.907 4.487 -3.257
C: -2.621 -2.314 0.819
C: -3.085 -3.699 0.400
S: -1.772 -4.884 0.246
O: -0.876 -4.744 1.369
O: -2.364 -6.167 -0.040
C: -0.871 -4.372 -1.231
C: 0.566 -3.961 -0.956
N: 0.666 -2.686 -0.253
C: 0.296 -1.497 -0.767
N: 0.445 -0.540 0.148
C: 0.919 -1.120 1.286
C: 1.056 -2.445 1.049
N: 1.662 -3.394 1.940
O: 2.175 -4.391 1.465
O: 1.635 -3.111 3.118
C: -0.237 -1.334 -2.143
H: -3.485 -1.658 0.910
H: -1.978 -1.850 0.069
H: -2.090 -2.354 1.768
H: -3.607 -3.697 -0.558
H: -3.744 -4.158 1.141
H: -1.450 -3.584 -1.711
H: -0.882 -5.246 -1.883
H: 1.111 -3.869 -1.896
H: 1.068 -4.702 -0.345
H: 1.181 -0.565 2.166
H: 0.247 -2.037 -2.819
H: -0.021 -0.335 -2.509
H: -1.319 -1.469 -2.162
F: -4.620 -2.393 3.510
C: -3.980 -1.849 4.565
F: -4.925 -1.215 5.294
F: -3.534 -2.867 5.323
C: -2.878 -0.927 4.140
C: -1.714 -0.833 4.888
C: -0.707 0.033 4.497
C: -0.855 0.812 3.348
C: -2.049 0.737 2.626
C: -3.051 -0.132 3.014
C: 0.238 1.664 2.889
C: 0.485 1.976 1.621
H: -1.583 -1.454 5.764
H: 0.210 0.093 5.067
H: -2.202 1.374 1.766
H: -3.968 -0.184 2.441

Computed properties:
- multiplicity = 4
- orbital gap (spin up / spin down) (eV) = 7.25 / 7.78
- total charge = -1
- E_LUMO (spin up / spin down) (eV) = 0.986 / 1.457

Stability ranking, top and bottom: run two is the most stable and run one is the least stable.

Run one
3 unconnected molecules or ions with the total composition C4H2F2O, computed with wB97M-V/def2-TZVPD.

Geometry (Å):
C: -2.571 1.651 0.870
C: -1.342 1.669 0.549
C: -0.065 1.364 -0.277
C: -0.213 2.572 0.488
O: 0.276 0.253 -0.669
F: -0.299 3.820 -0.151
F: 0.522 2.774 1.650
H: -1.191 3.661 -1.912
H: -0.958 2.778 -1.994

Computed properties:
- orbital gap (eV) = 9.10
- E_LUMO (eV) = -2.166

Run two
A single C4H2F2O molecule, computed with wB97M-V/def2-TZVPD.

Geometry (Å):
C: -0.302 2.257 0.093
C: -0.127 1.073 -0.363
C: 0.107 -0.174 -1.094
C: -0.079 -0.230 0.413
O: 0.875 -0.676 1.249
F: -0.859 -0.607 -1.943
F: -1.320 -0.534 0.919
H: 1.089 -0.480 -1.568
H: 0.617 -0.629 2.293

Computed properties:
- orbital gap (eV) = 10.05
- E_LUMO (eV) = -0.669

Run three
A single C4H2F2O molecule, computed with wB97M-V/def2-TZVPD.

Geometry (Å):
C: 1.134 0.953 -1.664
C: 0.971 0.082 -0.846
C: 0.574 -0.671 0.341
O: 1.198 -1.351 1.093
C: -0.937 -0.352 0.770
F: -1.767 0.230 -0.159
F: -0.876 0.530 1.753
H: 1.190 1.754 -2.335
H: -1.486 -1.173 1.047

Computed properties:
- orbital gap (eV) = 10.50
- structure (SMILES) = C#CC(=O)C(F)F
- E_LUMO (eV) = -0.449

Stability ranking, top and bottom: run three is the most stable and run one is the least stable.